Molecular formula: C9H11O3
Method: DFT, ωB97M-V/def2-TZVPD

Cartesian coordinates (Å):
C (2.68734, -1.49044, -1.90655)
C (-1.20671, -0.60989, -0.94359)
C (-0.92532, -0.70322, -2.35097)
C (-0.27824, -1.13067, -0.03155)
C (0.26650, -0.98845, -2.79974)
C (0.95426, -1.54967, -0.50752)
C (1.20947, -1.34943, -1.81976)
O (-2.13243, 0.14950, -0.47873)
H (-1.65069, 1.06483, 0.10272)
H (-1.63821, -0.23464, -2.94272)
H (-0.61596, -1.03085, 0.92264)
H (0.36904, -1.02647, -3.84926)
H (1.51371, -2.13912, 0.20887)
H (2.87912, -2.58038, -1.61098)
H (3.15611, -0.89771, -1.02364)
H (2.82733, -1.13269, -3.01197)
C (-0.90740, 2.71469, 3.58548)
C (-1.12178, 1.73410, 2.41079)
O (-1.58942, 0.71102, 2.96612)
O (-1.13118, 1.96952, 1.15686)
H (-0.22861, 2.05959, 4.41325)
H (-1.85481, 2.88229, 4.14642)
H (-0.58212, 3.57806, 3.36384)

Calculated values
net charge = -1
LUMO level = 3.5 eV
HOMO level = -4.0 eV

Results of the Löwdin charge analysis, in e, for atoms 1 through 8: atom 1 (C): -0.11, atom 2 (C): -0.39, atom 3 (C): -0.05, atom 4 (C): 0.00, atom 5 (C): -0.08, atom 6 (C): -0.10, atom 7 (C): -0.35, atom 8 (O): -0.04

=====

Molecular formula: C4H8O2S2
Method: DFT, ωB97M-V/def2-TZVPD

Cartesian coordinates (Å):
C (-0.09688, 1.90143, -0.10270)
C (0.18299, -0.36880, -0.02322)
C (1.14209, -1.32341, 0.62940)
C (-2.19213, -0.55574, -0.29708)
H (-1.18280, 1.46985, 0.14833)
H (0.03357, 2.19344, -1.10829)
H (0.11510, 2.74093, 0.40322)
H (0.21551, -0.71027, -1.13260)
H (0.72045, -2.38286, 0.70118)
H (1.43337, -0.89907, 1.63894)
H (3.25543, -0.07124, 0.01631)
H (-2.08991, -0.06406, -1.33889)
O (0.78391, 0.79900, 0.32350)
O (-1.12238, -0.47598, 0.56597)
S (2.62308, -1.24827, -0.35600)
S (-3.82140, -1.00494, -0.06807)

Calculated values
structure (SMILES) = CO[C@@H](CS)OC=S
LUMO level = -0.3 eV
HOMO level = -9.1 eV

Results of the Löwdin charge analysis, in e, for atoms 1 through 8: atom 1 (C): 0.01, atom 2 (C): -0.57, atom 3 (C): -0.51, atom 4 (C): -0.67, atom 5 (H): 0.13, atom 6 (H): 0.08, atom 7 (H): 0.05, atom 8 (H): 0.17

=====

Molecular formula: C11H18BN
Method: DFT, ωB97M-V/def2-TZVPD

Cartesian coordinates (Å):
B (-2.56342, 0.59905, 1.52217)
C (1.22010, -1.63846, -2.94019)
C (2.33995, -0.95872, -2.40411)
C (-0.01321, -1.17916, -2.76738)
C (2.21597, 0.17988, -1.66001)
C (-0.28077, -0.00244, -1.91652)
C (0.94623, 0.64593, -1.27250)
C (1.86409, 2.06433, 0.52435)
C (-1.40940, -1.59835, 1.22187)
C (-0.63236, -0.08945, 3.15917)
C (0.75440, 1.51978, -0.24917)
C (-1.78196, -0.46328, 2.29343)
N (-3.04781, 1.42765, 0.71046)
H (1.38388, -2.63460, -3.53650)
H (3.41646, -1.36467, -2.69868)
H (-0.91338, -1.51470, -3.35901)
H (3.20125, 0.61310, -1.33670)
H (-1.09728, -0.25712, -1.20298)
H (2.23329, 2.96596, 0.08502)
H (1.54123, 2.16110, 1.56443)
H (2.72895, 1.26966, 0.28249)
H (-1.09217, -2.47971, 1.80795)
H (-0.46919, -1.37432, 0.49441)
H (-2.38670, -1.88472, 0.75832)
H (-0.05627, 0.77824, 2.85580)
H (-0.97015, 0.24117, 4.16656)
H (0.12118, -0.91035, 3.24920)
H (-0.28075, 1.83398, -0.14198)
H (-2.52120, -0.90456, 3.02183)
H (-0.82064, 0.78686, -2.49564)
H (-3.63032, 2.16792, 0.26391)

Calculated values
structure (SMILES) = C/C=C1\C=CC=CC1.[H]/N=B/C(C)C
LUMO level = 0.4 eV
HOMO level = -7.3 eV

Results of the Löwdin charge analysis, in e, for atoms 1 through 8: atom 1 (B): -0.33, atom 2 (C): -0.15, atom 3 (C): -0.11, atom 4 (C): -0.11, atom 5 (C): -0.09, atom 6 (C): -0.16, atom 7 (C): -0.26, atom 8 (C): -0.10

=====

Molecular formula: C8H12AsCdF6N4S3
Method: DFT, ωB97M-V/def2-TZVPD

Cartesian coordinates (Å):
Cd (-0.00905, -0.14054, -0.23333)
N (-2.27233, -1.20012, 2.50136)
C (-1.27158, -0.39968, 2.82113)
N (-0.36849, 0.04367, 1.96826)
C (0.59009, 0.80496, 2.59807)
C (0.36824, 0.99065, 3.95551)
S (-1.02517, 0.18238, 4.46470)
C (1.72615, 1.23950, 1.85918)
C (2.79791, 1.98695, 2.34888)
S (3.98487, 2.19989, 1.17080)
C (3.02138, 1.23401, 0.05134)
N (1.86198, 0.85012, 0.55336)
N (3.44107, 0.93146, -1.16015)
H (-2.31377, -1.61995, 1.58140)
H (-2.91762, -1.54722, 3.19487)
H (0.97032, 1.54675, 4.65759)
H (2.91062, 2.40926, 3.33572)
H (4.34875, 1.21477, -1.49814)
H (2.90741, 0.28714, -1.73237)
F (-1.36215, -1.82803, -1.13227)
As (0.06175, -2.87792, -1.59229)
F (0.87833, -1.25505, -1.98942)
F (0.57124, -2.45142, 0.06414)
F (1.53469, -3.63406, -1.89255)
F (-0.77081, -4.23933, -1.06245)
F (-0.51382, -2.88393, -3.17860)
C (-1.20239, 0.67488, -3.41364)
S (-1.29565, 1.45976, -1.79007)
C (-3.02549, 1.13803, -1.37258)
H (-1.49793, -0.36943, -3.35561)
H (-0.17637, 0.75099, -3.76437)
H (-1.85579, 1.22780, -4.08507)
H (-3.65238, 1.68701, -2.07167)
H (-3.20627, 1.51369, -0.36744)
H (-3.23774, 0.07301, -1.43427)

Calculated values
net charge = +2
spin multiplicity = 2
LUMO level (spin up / spin down) = -7.5 / -10.2 eV
HOMO level (spin up / spin down) = -15.8 / -15.8 eV

Results of the Löwdin charge analysis, in e, for atoms 1 through 8: atom 1 (Cd): 1.30, atom 2 (N): 0.19, atom 3 (C): -0.61, atom 4 (N): -0.01, atom 5 (C): -0.30, atom 6 (C): -0.26, atom 7 (S): 1.22, atom 8 (C): -0.30

=====

Molecular formula: C20H40AsCoINO3S2Si
Method: DFT, ωB97M-V/def2-TZVPD

Cartesian coordinates (Å):
Co (0.06273, 0.14570, 0.45727)
C (3.12632, -2.00729, -1.16599)
C (2.67647, -1.54218, 0.20254)
C (3.11617, -2.47494, 1.31212)
C (3.08497, -0.10903, 0.46786)
O (1.17060, -1.50906, 0.21643)
Si (0.06985, -2.77023, 0.00698)
S (-1.66184, -1.40960, 0.04408)
O (0.26049, -3.34793, -1.45423)
C (-0.01567, -4.63658, -2.12627)
C (-1.48356, -4.95802, -1.91762)
C (0.30306, -4.40115, -3.58592)
C (0.89567, -5.68391, -1.51490)
O (0.03882, -3.82717, 1.17172)
C (-0.50063, -4.23857, 2.46979)
C (-1.84129, -4.89512, 2.20697)
C (-0.63376, -3.00761, 3.34509)
C (0.50046, -5.21851, 3.04457)
H (4.21239, -1.92614, -1.22407)
H (2.69029, -1.39162, -1.95425)
H (2.85130, -3.04598, -1.34718)
H (4.20438, -2.46781, 1.37978)
H (2.80003, -3.50160, 1.11638)
H (2.70892, -2.15992, 2.27513)
H (4.17043, -0.02389, 0.50419)
H (2.70296, 0.23629, 1.43496)
H (2.73944, 0.54638, -0.33868)
H (-2.11325, -4.15895, -2.31383)
H (-1.70842, -5.10052, -0.85744)
H (-1.74047, -5.88019, -2.43946)
H (-0.33206, -3.61673, -3.99904)
H (0.13095, -5.31774, -4.15105)
H (1.34716, -4.11186, -3.71014)
H (0.70182, -5.80098, -0.44755)
H (1.94408, -5.41734, -1.66041)
H (0.72347, -6.64529, -1.99993)
H (-2.52846, -4.19885, 1.71906)
H (-2.28979, -5.21350, 3.14875)
H (-1.72285, -5.77455, 1.57292)
H (-1.35556, -2.30446, 2.92070)
H (0.32601, -2.49981, 3.45461)
H (-0.98313, -3.29647, 4.33776)
H (0.64943, -6.05582, 2.36228)
H (0.13202, -5.61010, 3.99342)
H (1.46115, -4.73233, 3.22138)
C (-3.29829, 1.06638, 2.35985)
As (-1.71812, 1.77412, 3.16852)
C (-1.93884, 1.67923, 5.05949)
C (-1.55961, 3.60103, 2.64641)
S (0.08482, 0.70667, 2.70066)
H (-4.13208, 1.69881, 2.66385)
H (-3.45418, 0.05054, 2.71619)
H (-3.20812, 1.07257, 1.27654)
H (-2.75500, 2.33535, 5.35785)
H (-1.01207, 1.98797, 5.53702)
H (-2.16850, 0.64963, 5.32513)
H (-2.45947, 4.13759, 2.94406)
H (-1.43667, 3.64778, 1.56542)
H (-0.68669, 4.02429, 3.13863)
I (2.17801, 5.56154, 0.22014)
C (0.85897, 4.16290, -0.53254)
C (-0.12586, 4.50591, -1.45310)
C (-0.99297, 3.52594, -1.91339)
C (-0.85655, 2.23745, -1.44297)
N (0.09160, 1.90237, -0.55431)
C (0.93808, 2.85030, -0.10777)
H (-0.21323, 5.52474, -1.80890)
H (-1.76260, 3.75437, -2.63713)
H (-1.49944, 1.43816, -1.79115)
H (1.68877, 2.54541, 0.60892)

Calculated values
net charge = +2
spin multiplicity = 5
LUMO level (spin up / spin down) = -5.5 / -9.0 eV
HOMO level (spin up / spin down) = -14.4 / -14.4 eV

Results of the Löwdin charge analysis, in e, for atoms 1 through 8: atom 1 (Co): 0.29, atom 2 (C): 0.00, atom 3 (C): -0.57, atom 4 (C): 0.00, atom 5 (C): -0.03, atom 6 (O): -0.30, atom 7 (Si): -0.06, atom 8 (S): 0.65

=====

Molecular formula: C6H18O2
Method: DFT, ωB97M-V/def2-TZVPD

Cartesian coordinates (Å):
C (-2.07355, 1.53280, -0.69511)
C (-0.54757, 1.59336, -0.69130)
C (0.09655, 0.96161, 0.55783)
C (-0.38832, -0.40405, 1.05505)
C (0.64346, -1.19767, 1.84185)
C (-1.67163, -0.41328, 1.88827)
H (-2.48823, 1.99565, 0.21347)
H (-2.49495, 2.05440, -1.54988)
H (-2.48216, 0.55318, -0.49523)
H (-0.19428, 2.62150, -0.71631)
H (-0.29477, 1.13402, -1.62905)
H (0.19653, 1.72962, 1.32860)
H (1.12722, 0.73225, 0.26878)
H (-0.49066, -1.01915, 0.15287)
H (0.80146, -0.74997, 2.82056)
H (1.69210, -1.19113, 1.52977)
H (0.31714, -2.23077, 1.91694)
H (-2.08700, -1.33117, 2.30469)
H (-1.45061, 0.27659, 2.70581)
H (-2.53947, -0.00287, 1.37581)
H (1.50116, 1.27820, -2.70180)
H (2.56024, -0.03528, -2.02846)
O (1.91440, 0.45737, -2.50747)
H (1.87031, -2.08097, -0.15020)
H (1.37995, -1.49087, -1.37136)
O (1.42605, -2.35697, -0.95872)

Calculated values
structure (SMILES) = CCCC(C)C.O.O
LUMO level = 0.6 eV
HOMO level = -10.9 eV

Results of the Löwdin charge analysis, in e, for atoms 1 through 8: atom 1 (C): -0.11, atom 2 (C): -0.25, atom 3 (C): -0.18, atom 4 (C): -0.43, atom 5 (C): -0.10, atom 6 (C): -0.07, atom 7 (H): 0.08, atom 8 (H): 0.07

=====

Looking at electronic energy for the records above, in order, we have -15652.2043, -30040.1642, -13862.7771, -128653.8793, -165127.9395, -10607.5217 eV.
Looking at energy above the lowest of the compared OMol25 structures with the same formula, charge and spin for the records above, in order, we have 94.5, 83.6, 31.0, 2.4, 0.0, 32.9 kcal/mol.